## A
{"formula": "C3H4BN", "method": "ωB97M-V/def2-TZVPD", "symbols": ["B", "C", "C", "C", "N", "H", "H", "H", "H"], "xyz": [[-0.524, -1.262, -0.006], [1.828, 0.125, 0.184], [-0.749, 1.320, 0.154], [0.580, -0.365, 0.301], [2.918, 0.510, 0.072], [-1.530, -1.305, 0.597], [-0.373, -2.013, -0.899], [-0.370, 1.955, -0.626], [-1.779, 1.034, 0.223]], "gap_ha": [0.29669, 0.30319]}

---

## B
{"formula": "C3H4BN", "method": "ωB97M-V/def2-TZVPD", "symbols": ["B", "C", "C", "C", "N", "H", "H", "H", "H"], "xyz": [[-0.246, -0.314, 1.389], [0.161, 0.320, 0.006], [-0.056, -0.743, -1.222], [0.379, 1.608, -0.369], [0.585, 2.755, -0.556], [0.529, -0.705, 2.237], [-1.325, -0.579, 1.652], [0.093, -0.540, -2.284], [-0.121, -1.802, -0.854]], "smiles": "BC(=C)C#N", "gap_ha": [0.30797, 0.30804]}

---

On energetic grounds, B is preferred over the next structure by 2.684 eV.

---

## A
{"formula": "C2H3NS", "method": "ωB97M-V/def2-TZVPD", "symbols": ["C", "C", "N", "S", "H", "H", "H"], "xyz": [[1.093, 2.444, 0.219], [-0.683, -0.714, -0.142], [-0.203, -1.683, -0.810], [2.112, 3.192, 1.043], [-0.414, 0.328, -0.351], [-1.451, -0.933, 0.658], [-0.455, -2.635, -0.616]], "gap_ha": 0.34171}

---

## B
{"formula": "C2H3NS", "method": "ωB97M-V/def2-TZVPD", "symbols": ["C", "C", "N", "S", "H", "H", "H"], "xyz": [[0.866, -0.644, 1.233], [0.121, -0.526, -0.619], [-0.283, -0.912, 0.568], [1.778, 0.062, -0.075], [1.122, -0.821, 2.215], [-0.507, -0.503, -1.501], [0.535, 1.825, -0.321]], "gap_ha": [0.30997, 0.27783]}

---

## C
{"formula": "C2H3NS", "method": "ωB97M-V/def2-TZVPD", "symbols": ["C", "C", "N", "S", "H", "H", "H"], "xyz": [[-2.238, -0.434, 0.161], [0.038, 0.014, -0.116], [-3.154, -1.020, 0.721], [-3.680, 0.477, -0.304], [-0.064, 0.364, -1.212], [0.338, -1.036, 0.140], [0.068, 0.768, 0.704]], "gap_ha": [0.25120, 0.25125]}

---

On energetic grounds, A is preferred over the next structure by 1.957 eV.

---

## A
{"formula": "C18H22Cl6F12O8", "method": "ωB97M-V/def2-TZVPD", "symbols": ["C", "C", "O", "C", "O", "C", "F", "F", "F", "H", "H", "H", "H", "H", "C", "C", "O", "C", "O", "C", "F", "F", "F", "H", "H", "H", "H", "H", "C", "C", "O", "C", "O", "C", "F", "F", "F", "H", "H", "H", "H", "H", "C", "C", "O", "C", "O", "C", "F", "F", "F", "H", "H", "H", "H", "H", "C", "Cl", "Cl", "Cl", "H", "C", "Cl", "Cl", "Cl", "H"], "xyz": [[1.311, -1.628, 3.669], [1.476, -3.096, 3.288], [2.832, -3.391, 3.396], [3.284, -4.688, 2.974], [2.477, -5.497, 2.482], [4.790, -5.018, 3.209], [4.910, -6.192, 3.924], [5.365, -5.368, 2.056], [5.458, -4.021, 3.784], [0.470, -1.164, 3.155], [2.212, -1.091, 3.372], [1.214, -1.553, 4.752], [1.177, -3.349, 2.270], [0.843, -3.772, 3.864], [-2.740, -2.499, 2.923], [-2.677, -1.298, 2.045], [-2.872, -1.760, 0.706], [-3.903, -1.190, -0.124], [-4.840, -0.442, 0.247], [-3.857, -1.590, -1.580], [-2.801, -2.373, -1.763], [-4.936, -2.278, -1.903], [-3.697, -0.511, -2.323], [-1.855, -3.135, 2.889], [-3.570, -3.133, 2.611], [-2.839, -2.236, 3.976], [-1.679, -0.865, 1.990], [-3.366, -0.504, 2.334], [-0.956, 2.861, -2.279], [0.005, 4.054, -2.025], [0.489, 3.869, -0.741], [1.735, 4.316, -0.337], [2.524, 4.997, -0.981], [2.097, 4.008, 1.160], [2.642, 2.819, 1.175], [2.918, 4.972, 1.574], [0.931, 4.024, 1.841], [-0.388, 1.961, -2.043], [-1.217, 2.798, -3.335], [-1.892, 2.988, -1.734], [-0.561, 4.967, -1.842], [0.751, 4.141, -2.815], [-1.108, -0.420, -2.885], [0.316, 0.004, -2.605], [0.955, 0.511, -3.778], [2.167, 0.996, -3.674], [2.733, 1.163, -2.588], [2.785, 1.356, -5.052], [2.236, 0.637, -6.049], [2.603, 2.628, -5.368], [4.109, 1.165, -4.983], [-1.527, -0.561, -1.889], [-1.095, -1.371, -3.417], [-1.614, 0.309, -3.519], [0.900, -0.885, -2.364], [0.341, 0.688, -1.757], [-0.179, 0.741, 1.074], [0.713, 0.955, -0.520], [0.534, 1.748, 2.319], [-0.087, -0.953, 1.657], [-1.232, 1.023, 1.060], [-3.069, 2.175, -0.237], [-2.021, 2.945, 0.997], [-2.139, 0.853, -1.155], [-3.612, 3.390, -1.314], [-3.977, 1.770, 0.209]], "gap_ha": 0.35473}

---

## B
{"formula": "C18H22Cl6F12O8", "method": "ωB97M-V/def2-TZVPD", "symbols": ["C", "C", "O", "C", "O", "C", "F", "F", "F", "H", "H", "H", "H", "H", "C", "C", "O", "C", "O", "C", "F", "F", "F", "H", "H", "H", "H", "H", "C", "C", "O", "C", "O", "C", "F", "F", "F", "H", "H", "H", "H", "H", "C", "C", "O", "C", "O", "C", "F", "F", "F", "H", "H", "H", "H", "H", "Cl", "C", "Cl", "Cl", "H", "Cl", "C", "Cl", "Cl", "H"], "xyz": [[-6.131, -3.294, 2.093], [-5.089, -2.822, 1.155], [-4.040, -3.879, 1.153], [-2.968, -3.667, 1.967], [-2.735, -2.566, 2.486], [-2.275, -4.945, 2.325], [-3.150, -5.959, 2.467], [-1.436, -5.293, 1.322], [-1.456, -4.722, 3.382], [-6.950, -2.577, 2.153], [-5.707, -3.458, 3.084], [-6.588, -4.215, 1.732], [-4.710, -1.864, 1.511], [-5.572, -2.600, 0.203], [-3.352, 4.754, -2.715], [-4.019, 3.339, -2.509], [-4.754, 3.106, -3.716], [-5.631, 2.081, -3.848], [-5.664, 1.000, -3.192], [-6.590, 2.165, -5.077], [-6.485, 1.069, -5.827], [-7.842, 2.171, -4.592], [-6.439, 3.187, -5.892], [-4.058, 5.583, -2.738], [-2.687, 4.712, -3.578], [-2.956, 5.060, -1.747], [-4.740, 3.234, -1.698], [-3.250, 2.570, -2.431], [-0.535, -0.382, -4.192], [0.566, 0.662, -3.981], [1.863, 0.094, -3.986], [2.973, 0.849, -4.143], [2.959, 1.975, -4.629], [4.260, 0.280, -3.516], [4.745, 1.264, -2.748], [4.161, -0.857, -2.785], [5.305, 0.000, -4.364], [-1.547, -0.024, -3.999], [-0.308, -1.084, -3.390], [-0.289, -0.926, -5.104], [0.394, 1.155, -3.024], [0.444, 1.397, -4.777], [9.602, -0.080, 0.382], [8.205, -0.738, 0.670], [7.299, 0.259, 1.255], [7.354, 0.431, 2.544], [8.271, 0.275, 3.355], [6.050, 1.125, 3.109], [5.625, 0.610, 4.217], [6.219, 2.503, 3.154], [5.043, 0.993, 2.196], [9.963, 0.305, 1.336], [9.622, 0.818, -0.235], [10.320, -0.791, -0.026], [8.271, -1.627, 1.297], [7.862, -1.122, -0.291], [0.688, 3.080, 3.875], [-0.764, 2.481, 3.023], [-0.488, 2.047, 1.338], [-1.858, 3.911, 3.038], [-1.191, 1.683, 3.629], [-0.476, -2.358, 9.568], [-0.668, -2.634, 7.828], [-0.142, -1.315, 6.783], [-2.417, -2.904, 7.570], [-0.106, -3.526, 7.554]], "smiles": "CCOC(=O)C(F)(F)F.CCOC(=O)C(F)(F)F.CCOC(=O)C(F)(F)F.CCOC(=O)C(F)(F)F.ClC(Cl)Cl.ClC(Cl)Cl", "gap_ha": 0.40755}

---

On energetic grounds, B is preferred over the next structure by 11.334 eV.